Density functional theory data (ωB97M-V/def2-TZVPD) for a cluster of 6 separate species, C33H71N8O8PS2 in total.

```
123
Properties=species:S:1:pos:R:3:forces:R:3:mulliken_charge:R:1
H -8.72972 -5.00250 2.29889 0.0 0.1 -0.3 0.28
H 11.26758 2.48177 -4.77668 0.1 -0.3 -0.1 0.27
C -4.18971 2.20186 -0.44569 0.3 0.3 0.3 -0.80
H 1.51074 -3.27504 1.84634 2.1 0.9 -1.0 0.27
C -0.39006 4.87847 1.48091 0.1 -0.2 -0.1 -0.99
C -3.07058 -1.09468 -0.76059 -1.1 -0.8 -0.8 -0.34
H -0.82337 -0.25230 -2.93736 1.1 -1.0 2.1 0.37
H 3.62347 2.49395 -2.83216 2.0 0.5 -1.1 0.16
H 0.73617 7.06057 2.11601 -0.2 0.0 0.1 0.32
C 5.49483 1.38774 -3.54346 -0.9 -3.1 -5.6 0.67
H 5.30733 1.43246 2.63418 -1.7 2.0 0.0 0.27
H -5.05343 2.97384 -0.21864 1.8 -1.6 -0.6 0.22
O -7.87709 1.66378 0.36486 -0.4 0.5 -0.3 -0.63
H 4.27540 -1.72316 0.07156 -0.7 0.9 -0.1 -0.28
H -7.46923 -5.48807 1.14868 0.1 0.2 0.0 0.34
P 3.29740 -0.63391 -0.06112 -0.2 -2.3 -0.5 0.95
H -5.20689 -0.10606 2.39730 -1.7 -1.2 -1.6 0.24
H -0.15964 5.50371 0.61417 0.2 -0.1 0.1 0.37
C 4.53337 2.32796 2.54549 -0.6 -0.5 -0.9 -1.02
H -7.20172 -4.85720 -2.20067 0.3 0.1 0.0 0.29
H 4.78511 -7.70403 3.87293 -0.2 0.2 0.1 0.27
H -8.23739 2.20155 -1.93096 -0.1 0.2 0.1 0.22
N -8.84253 -4.45879 -1.01603 -0.3 -0.2 0.6 -0.13
H -6.78947 -4.12488 -0.62936 -0.2 0.0 -0.1 0.27
C 4.12484 -7.44865 4.70689 0.2 -0.2 -0.1 -1.37
H 11.26900 2.33921 -6.55255 0.1 -0.3 0.1 0.28
O -2.55620 4.96864 2.49980 0.6 0.2 -0.1 -0.67
H 0.35330 7.73327 3.72100 0.3 0.1 -0.1 0.27
H 4.17310 2.67590 3.61873 0.8 -0.8 -2.3 0.34
C -9.36280 4.00131 -1.95883 0.1 -0.2 -0.4 -0.91
C 3.21640 1.84188 1.63621 -1.2 3.4 -0.8 0.18
H 3.39511 -4.23948 -0.46137 -0.8 0.3 2.3 0.31
H -10.16297 3.59037 -2.57837 -0.1 0.3 0.0 0.30
N 2.30591 -5.87657 5.21864 0.5 -0.2 -0.6 -0.15
H -10.18600 3.67116 0.83933 0.1 0.2 0.0 0.38
N -1.22907 6.75014 2.83544 -0.2 -0.6 -0.2 -0.16
H 10.16548 1.33431 -5.57907 0.0 0.3 0.0 0.33
C -8.24678 -4.74670 1.35126 0.0 0.0 0.3 -0.86
H 0.02413 -1.76553 -2.18862 -0.4 2.2 0.8 0.39
C -8.50118 2.65579 -0.00320 0.3 -0.5 -0.3 0.75
C -9.26695 -4.75694 0.24703 -0.9 -0.1 -0.3 0.70
H 1.70855 2.47242 0.52545 0.6 0.2 0.4 0.25
H -4.24223 0.59162 -2.06174 -1.7 0.3 2.0 0.30
H 1.07588 -6.68172 6.66549 0.1 -0.1 0.3 0.29
H 1.11250 -1.47253 0.45828 0.9 -0.8 0.0 0.12
H -3.40110 2.67768 -1.20584 -1.9 -1.0 1.5 0.24
C 4.62182 2.78404 -3.38726 0.0 -0.4 0.5 -0.81
C 2.81078 0.25844 1.55126 -0.6 2.0 2.0 -0.29
C 5.79749 -0.07429 -1.60893 0.9 -6.0 -0.3 0.27
H 3.18859 0.15152 -2.57126 -1.1 -0.9 1.7 0.03
N 9.68789 3.38873 -5.74448 -0.7 0.1 0.0 -0.15
H 2.26787 -5.49095 7.24453 0.0 -0.2 0.2 0.28
H 4.32630 3.21849 -4.43861 0.9 -1.2 2.1 0.31
H -0.72857 3.90197 1.12242 -0.1 0.3 0.2 0.12
H -2.00412 7.11771 3.37532 0.2 -0.1 -0.1 0.24
C -0.03278 7.54867 2.71610 -0.3 0.2 0.2 -0.81
H 2.78701 -7.14701 6.84055 -0.1 0.2 -0.1 0.34
C -5.31687 -1.29936 0.36956 -0.1 0.1 2.0 -0.51
O 3.24650 -5.82620 3.17893 -0.3 -0.6 0.9 -0.51
H -6.08760 -1.56678 -0.47464 1.5 0.3 1.7 0.11
N -8.66790 2.90024 -1.33616 0.2 -0.3 0.8 -0.13
C 10.64414 2.31126 -5.65714 0.2 0.4 0.0 -0.81
H -6.70729 -1.30767 2.28560 1.2 1.6 -1.3 0.30
C -1.47525 5.51766 2.30184 -0.9 -0.1 0.3 0.66
H -9.78720 4.69241 -1.22951 0.1 -0.2 -0.1 0.34
C 3.20652 -6.33065 4.29830 -0.4 0.5 -0.4 0.71
C 7.70362 1.94256 -5.62988 -0.1 0.2 -0.1 -1.10
H 5.14358 3.60677 -2.73843 -0.8 -1.8 -1.3 0.33
O 5.35997 0.66405 -4.67285 0.6 4.4 7.9 -0.52
H 5.57298 -4.68059 0.54656 -1.8 0.8 1.7 0.26
H -9.58362 -4.48517 -1.70695 0.2 0.0 0.2 0.22
H -6.65922 0.39556 1.30195 1.1 -2.4 0.9 0.05
H 5.48123 0.65391 0.52596 -1.5 -0.1 -2.1 0.14
N 2.52073 2.88841 1.03131 2.5 -5.1 2.3 -0.67
H 5.02374 3.22511 1.96014 -1.0 -1.8 1.4 0.27
C 2.49374 -2.89369 1.29063 -1.6 -1.5 0.7 -0.67
H -5.94755 0.72758 -1.08812 2.3 -0.1 0.3 0.18
H 5.17098 -3.23206 1.68709 -0.8 -1.8 -0.8 0.24
H 6.61359 2.03434 -5.63814 0.7 0.2 -0.2 0.21
H 3.29091 -0.29562 2.49279 -0.9 1.1 -2.3 0.28
H 4.81437 -4.98151 2.29968 0.0 1.6 -2.2 0.11
H 4.42101 1.57761 -0.86166 1.0 -2.1 1.3 0.06
H 2.74196 -5.25695 1.06455 0.8 2.6 -1.0 0.32
H -8.88790 3.30787 1.99287 0.0 0.0 -0.3 0.30
H 4.74233 -7.13493 5.55278 -0.1 -0.2 0.0 0.39
C -4.77973 0.74317 -1.00834 1.9 1.6 -0.6 -0.19
C 4.78337 -4.28397 1.34926 0.6 -0.4 -0.2 -0.73
C 2.10799 -6.33674 6.57217 -0.3 0.3 0.0 -0.88
H 3.54097 -8.33503 4.96914 0.1 0.1 0.1 0.39
C 1.05457 0.35003 -1.79350 -0.1 0.1 0.3 0.21
H 1.72161 -5.12379 4.87337 0.1 -0.2 0.1 0.23
H -4.76966 -2.23939 0.83338 -1.3 1.8 -1.4 0.44
H -8.66350 4.62296 0.82336 -0.2 0.0 0.0 0.37
N 2.03449 -1.90827 0.23924 0.5 0.0 1.1 -0.16
C 2.51272 -0.39861 -1.78645 -0.8 -0.3 -2.0 -0.41
S -3.25723 -2.55204 -1.64739 0.4 2.7 1.6 -0.19
C 3.23964 -4.23477 0.70701 1.8 -0.3 0.4 -0.34
S -1.36950 -0.35237 -0.50874 -1.4 -0.1 -0.3 0.01
H 1.03187 1.14237 -2.67454 0.0 -1.6 2.0 0.33
H 8.00477 1.32565 -6.48075 0.0 -0.1 0.2 0.45
N -4.24376 -0.34383 -0.10283 1.3 -2.3 -1.6 0.28
H 0.50381 4.73086 2.09292 0.1 0.1 -0.2 0.36
H 2.33639 -1.49480 -2.22544 0.6 2.4 1.2 0.43
H 8.00330 1.46939 -4.69092 0.0 -0.2 -0.2 0.34
H 3.18406 -2.44714 2.12386 -1.2 -0.6 -1.5 0.08
C -7.50741 -4.12458 -1.45045 -0.2 0.0 -0.4 -0.75
H -7.53757 -3.13249 -1.90631 0.3 0.0 0.0 0.25
H 10.03454 4.33813 -5.82041 -0.1 -0.3 0.0 0.24
O 7.64922 4.32976 -5.82170 0.2 -0.4 0.1 -0.68
H 1.63429 0.20570 1.74739 2.6 0.1 -0.7 0.36
O 6.46430 0.91274 -2.50935 -3.7 -0.4 -0.5 -0.30
O -10.44917 -5.02190 0.45002 0.6 0.1 0.0 -0.66
H -0.30503 8.50007 2.25380 0.3 0.1 0.0 0.27
O 6.08774 -1.36685 -1.77052 -1.8 8.6 1.1 -0.51
C -9.10123 3.63194 0.97007 0.0 0.0 0.3 -1.41
C -0.23779 -0.64409 -1.97360 -0.4 0.1 -2.3 -0.75
C 8.32493 3.30720 -5.73897 0.0 0.7 -0.1 0.72
H -7.80779 -3.74982 1.44535 0.2 -0.1 0.0 0.08
H 0.92249 0.90928 -0.77425 0.2 -0.8 -1.9 -0.47
C -6.04704 -0.54856 1.67369 0.4 0.6 -0.3 -0.56
C 4.77458 0.52305 -0.42748 2.5 1.9 -1.6 -0.34
H -3.57616 2.04783 0.56290 -1.5 0.2 -2.2 0.20
H -8.65231 4.53469 -2.59421 -0.2 0.2 0.0 0.30
```
Forces are in eV/Å.

Properties
lowest unoccupied orbital energy	-0.32	eV
E	-94621.4016	eV
structure (SMILES)	[H]/N=C(/C)C[PH](CCCSC(=S)N(CC)CC)(CC(=O)OC(C)=O)NCCC.CNC(C)=O.CNC(C)=O.CNC(C)=O.CNC(C)=O.CNC(C)=O